## 1
Molecular formula: C3H11O3S
Method: DFT, the ωB97M-V functional and the def2-TZVPD basis

Computed properties:
Frontier orbital gap (eV): 7.37
Highest occupied orbital energy (eV): -4.2
Molar mass (u): 127.18

```
! wB97M-V def2-TZVPD RIJCOSX def2/J DEFGRID3
* xyz -1 1
C -0.03225 0.29499 1.81002
O -1.09365 -0.57320 1.58271
C -0.09986 1.58370 0.95851
C -0.12563 1.32188 -0.50902
S -0.52729 2.85938 -1.46983
H 0.89067 -0.19551 1.57935
H -0.04181 0.59728 2.86457
H -0.93244 2.17917 1.30699
H 0.74848 2.20331 1.26790
H -0.93680 0.66726 -0.76120
H 0.74890 0.83310 -0.92573
H 0.63295 3.01240 -2.12007
H 0.38801 -2.75660 -2.07889
H 1.44203 -3.27732 -1.18748
O 1.08882 -3.43870 -2.06643
H -1.02435 -2.42608 -0.36313
H -0.78527 -1.15339 0.52253
O -0.34052 -1.73164 -0.41080
*
```



## 2
Molecular formula: C3H11O3S
Method: DFT, the ωB97M-V functional and the def2-TZVPD basis

Computed properties:
Frontier orbital gap (eV): 7.28
Highest occupied orbital energy (eV): -4.2
Molar mass (u): 127.18

```
! wB97M-V def2-TZVPD RIJCOSX def2/J DEFGRID3
* xyz -1 1
C -0.80398 -0.57698 0.17941
O -0.48766 0.62766 0.63304
C 0.41476 -1.46864 -0.20991
C 1.12874 -0.65036 -1.18279
S 1.68197 -1.54551 -2.65389
H -1.64982 -0.53836 -0.55396
H -1.51711 -1.23718 0.86213
H 1.21255 -1.87184 0.53112
H -0.12311 -2.42240 -0.51694
H 1.97140 -0.16865 -0.63146
H 0.45597 0.23746 -1.54280
H 2.04112 -0.52870 -3.53597
H -2.78435 2.50045 0.84253
H -1.50400 1.91337 0.25575
O -2.07536 2.77191 0.27321
H 0.35512 1.21533 3.10351
H 0.52009 0.84887 1.65308
O 1.16367 0.89357 2.49391
*
```



Which structure is most stable? 1, by 1.043 eV over the runner-up.



## 1
Molecular formula: C43H33BF4N12OTi
Method: DFT, the ωB97M-V functional and the def2-TZVPD basis

Computed properties:
Frontier orbital gap (spin up / spin down) (eV): 6.51 / 6.88
Highest occupied orbital energy (spin up / spin down) (eV): -10.5 / -10.8
Molar mass (u): 868.49
Expectation value of S²: 0.752

```
! wB97M-V def2-TZVPD RIJCOSX def2/J DEFGRID3
* xyz 1 2
Ti 0.40869 -0.54294 -0.70305
C 2.61669 2.52332 -3.09334
C 1.86692 1.39463 -2.83700
N 1.82585 0.82254 -1.63191
C 2.68357 1.32263 -0.71265
C 3.41026 2.48213 -0.98620
N 3.35389 3.10224 -2.14875
C 2.82931 0.51578 0.49694
C 3.65773 0.82487 1.55842
C 3.70719 -0.02915 2.65869
C 2.94858 -1.19526 2.62655
C 2.13363 -1.43956 1.53618
N 2.07459 -0.59779 0.50100
C 1.21501 -2.58140 1.39534
C 0.90081 -3.47065 2.41888
N 0.05515 -4.47059 2.24391
C -0.46394 -4.61375 1.03068
C -0.18417 -3.72208 0.00681
N 0.62618 -2.68169 0.19195
C 4.50000 0.34443 3.84270
C 5.77051 0.89984 3.71896
C 6.43443 1.29789 4.86862
N 5.91435 1.18834 6.08527
C 4.70453 0.65461 6.20077
C 3.96042 0.20960 5.11796
H 2.63465 2.97935 -4.07417
H 1.30166 0.91849 -3.62252
H 4.06225 2.92072 -0.24113
H 4.22299 1.74494 1.56676
H 2.99088 -1.88917 3.45326
H 1.32044 -3.35828 3.41070
H -1.13469 -5.44928 0.87888
H -0.60851 -3.86234 -0.97754
H 6.24342 0.99765 2.75036
H 7.42580 1.73275 4.81412
H 4.30997 0.58704 7.20783
H 2.96494 -0.19022 5.25784
C -1.17229 -2.67037 -4.21772
C -0.27475 -2.06440 -3.18794
N -0.71155 -1.61233 -2.05598
N -1.99658 -1.81319 -1.69272
C -2.17758 -1.35762 -0.46043
O -1.19965 -0.77839 0.13957
C -3.44300 -1.60983 0.21963
C -4.58477 -1.96815 -0.49916
C -5.75800 -2.24591 0.17516
C -5.79512 -2.18747 1.56280
C -4.66201 -1.82753 2.27752
C -3.48868 -1.52171 1.61071
C 1.17701 -2.04074 -3.30364
C 1.86167 -2.43594 -4.45312
C 3.24184 -2.47134 -4.43814
C 3.90283 -2.14460 -3.26121
C 3.15244 -1.77178 -2.16187
N 1.82475 -1.68650 -2.17368
H -2.17382 -2.73199 -3.80268
H -0.83485 -3.66714 -4.50489
H -1.20374 -2.05659 -5.12098
H -4.54174 -2.00617 -1.57894
H -6.65245 -2.49719 -0.37877
H -6.71485 -2.41113 2.08679
H -4.69311 -1.76887 3.35750
H -2.60127 -1.21639 2.15199
H 1.30319 -2.71762 -5.33492
H 3.80250 -2.75857 -5.31707
H 4.98017 -2.18602 -3.19327
H 3.64298 -1.53624 -1.22507
F 0.36091 1.20150 0.83887
B -0.13128 1.09203 2.28061
F -1.40099 1.61214 2.29965
F 0.77567 1.78738 3.04011
F -0.11344 -0.26424 2.62491
C -1.24744 2.51057 -3.78344
C -1.01451 1.27492 -3.22555
N -0.99178 1.05866 -1.90061
C -1.36552 2.07309 -1.12051
C -1.59773 3.37437 -1.58979
C -1.47710 3.59834 -2.95082
C -1.84781 4.46722 -0.63007
C -2.74236 4.48339 0.36425
C -3.83595 3.52631 0.60344
C -4.43509 3.45367 1.85689
C -5.47951 2.55865 2.00795
N -5.92892 1.81808 1.00178
C -5.30539 1.97198 -0.15774
N -4.28664 2.77671 -0.41081
H -1.23488 2.63178 -4.85802
H -0.84485 0.41195 -3.86075
H -1.47851 1.87871 -0.06741
H -1.61467 4.59189 -3.35799
H -1.19490 5.32492 -0.74846
H -2.72792 5.31086 1.06304
H -4.08190 4.05864 2.67960
H -5.98384 2.43246 2.95963
H -5.66722 1.37616 -0.98936
*
```



## 2
Molecular formula: C43H33BF4N12OTi
Method: DFT, the ωB97M-V functional and the def2-TZVPD basis

Computed properties:
Frontier orbital gap (spin up / spin down) (eV): 6.30 / 6.88
Highest occupied orbital energy (spin up / spin down) (eV): -10.1 / -10.9
Molar mass (u): 868.49
Expectation value of S²: 0.767

```
! wB97M-V def2-TZVPD RIJCOSX def2/J DEFGRID3
* xyz 1 2
Ti 0.78994 0.46027 -0.18386
C 4.12325 3.21091 -0.08203
C 3.40613 2.04185 0.08799
N 2.06394 2.03385 0.02882
C 1.44786 3.23861 -0.09522
C 2.20941 4.38997 -0.31505
N 3.52676 4.37610 -0.33583
C -0.00736 3.21525 -0.00543
C -0.72259 4.29253 0.50506
C -2.09304 4.16464 0.70321
C -2.69984 2.99408 0.24651
C -1.92429 1.97208 -0.27953
N -0.59215 2.04785 -0.35825
C -2.63984 0.76359 -0.74907
C -3.42521 0.00858 0.13414
N -4.18468 -0.97625 -0.29796
C -4.19168 -1.23179 -1.59726
C -3.39042 -0.51038 -2.47092
N -2.62284 0.48585 -2.04952
C -2.86093 5.16178 1.44803
C -3.77456 4.72104 2.40468
C -4.45690 5.67161 3.14754
N -4.29938 6.97264 2.97905
C -3.43908 7.39091 2.06994
C -2.68171 6.53507 1.28165
H 5.20215 3.23177 -0.03371
H 3.90751 1.09743 0.27505
H 1.74182 5.34507 -0.51165
H -0.20268 5.17450 0.84133
H -3.76674 2.85964 0.32551
H -3.43166 0.21138 1.19588
H -4.85142 -2.01804 -1.93361
H -3.36986 -0.70925 -3.53371
H -3.90288 3.66694 2.59157
H -5.15716 5.37470 3.91618
H -3.34475 8.46568 1.97497
H -1.98854 6.92251 0.55042
C 3.87283 -1.19412 -2.83585
C 2.82348 -0.31334 -2.24738
N 2.29200 -0.53737 -1.07300
N 2.70852 -1.59731 -0.34497
C 2.28577 -1.45040 0.89680
O 1.65885 -0.37161 1.20634
C 2.51219 -2.49637 1.88957
C 2.17645 -2.25747 3.22406
C 2.32905 -3.26278 4.16031
C 2.78870 -4.51336 3.77323
C 3.12343 -4.75284 2.44583
C 2.99469 -3.74963 1.50537
C 2.32411 0.86045 -2.89909
C 2.97435 1.46019 -3.98863
C 2.45620 2.61237 -4.53346
C 1.27797 3.12849 -3.99159
C 0.68717 2.47426 -2.92886
N 1.19033 1.37883 -2.35500
H 3.94399 -2.09285 -2.22833
H 4.84327 -0.69767 -2.83060
H 3.62241 -1.44900 -3.86404
H 1.79062 -1.28998 3.51031
H 2.08439 -3.07360 5.19445
H 2.88068 -5.30420 4.50366
H 3.48752 -5.72572 2.14697
H 3.25564 -3.91138 0.47145
H 3.88556 1.02810 -4.36771
H 2.94319 3.10327 -5.36098
H 0.82535 4.01678 -4.39939
H -0.25033 2.84334 -2.53274
F -0.78976 -0.10564 1.24300
B -0.68770 0.75140 2.46784
F 0.37909 1.60356 2.13071
F -0.42234 -0.02548 3.52377
F -1.84069 1.45928 2.55156
C -0.32525 -2.27098 -3.34114
C -0.36664 -1.11897 -2.57880
N -0.20821 -1.12244 -1.24618
C -0.04102 -2.30347 -0.63945
C 0.13301 -3.49846 -1.33964
C -0.01018 -3.47006 -2.72650
C 0.59562 -4.72336 -0.68984
C 0.10155 -5.35703 0.37541
C -1.12173 -5.05850 1.10637
C -1.78018 -6.10245 1.76339
C -2.97286 -5.78941 2.39385
N -3.44763 -4.55462 2.41533
C -2.74342 -3.63314 1.78780
N -1.62043 -3.82085 1.11858
H -0.50080 -2.22248 -4.40175
H -0.54465 -0.16024 -3.04784
H -0.04610 -2.32426 0.44578
H 0.11031 -4.37113 -3.30776
H 1.44560 -5.16903 -1.19413
H 0.59656 -6.26422 0.69627
H -1.38596 -7.10513 1.75578
H -3.56701 -6.53965 2.89847
H -3.12412 -2.62133 1.81751
*
```



Which structure is most stable? 1, by 0.632 eV over the runner-up.



## 1
Molecular formula: C4H5N3O3
Method: DFT, the ωB97M-V functional and the def2-TZVPD basis

Computed properties:
Frontier orbital gap (eV): 9.02
Highest occupied orbital energy (eV): -9.6
Molar mass (u): 143.10

```
! wB97M-V def2-TZVPD RIJCOSX def2/J DEFGRID3
* xyz 0 1
H -2.00445 -1.90638 1.62059
N -1.33432 -2.52357 1.16843
C -0.18391 -1.97080 0.94008
O 0.50003 -2.77624 0.16484
C -0.08938 -0.54046 0.51788
N -0.83989 0.40137 0.94550
O -0.37861 1.54080 0.30319
C 0.59526 1.18402 -0.58349
N 1.22869 1.90293 -1.37656
C 0.94295 3.32578 -1.41267
O 0.73489 -0.17120 -0.47389
H -0.41222 -3.52207 0.10395
H 1.54820 3.79586 -2.19555
H -0.11912 3.51854 -1.63018
H 1.18611 3.80481 -0.45146
*
```



## 2
Molecular formula: C4H5N3O3
Method: DFT, the ωB97M-V functional and the def2-TZVPD basis

Computed properties:
Frontier orbital gap (spin up / spin down) (eV): 7.94 / 7.94
Highest occupied orbital energy (spin up / spin down) (eV): -8.9 / -8.9
Molar mass (u): 143.10

```
! wB97M-V def2-TZVPD RIJCOSX def2/J DEFGRID3
* xyz 0 1
C -1.25724 1.19075 0.51361
C -0.39230 1.94956 -0.24882
C -0.78743 -0.14103 0.41677
C 1.41568 -1.06919 -0.65649
N 0.46758 -0.09695 -0.26794
N 0.67171 1.14458 -0.61163
N -1.18867 -1.30709 1.13561
O 1.66443 1.37997 -1.38419
O -2.42054 -1.48679 1.33750
O -0.32895 -2.09572 1.46451
H -2.29332 1.33121 0.81079
H -0.38962 3.01250 -0.47946
H 1.49454 -1.02799 -1.74450
H 2.33442 -0.72948 -0.12354
H 1.00970 -2.05433 -0.16222
*
```



## 3
Molecular formula: C4H5N3O3
Method: DFT, the ωB97M-V functional and the def2-TZVPD basis

Computed properties:
Frontier orbital gap (eV): 7.05
Highest occupied orbital energy (eV): -7.0
Molar mass (u): 143.10

```
! wB97M-V def2-TZVPD RIJCOSX def2/J DEFGRID3
* xyz 0 1
C -1.05611 -2.12704 -1.49962
C -0.07274 -1.18166 -1.36330
C 0.61054 0.46440 0.32372
C 1.02712 1.44157 1.05974
N -2.00539 -2.03679 -0.59420
N -0.17415 -0.38147 -0.28069
N 0.83466 2.71922 0.71137
O -1.29244 -0.81229 0.36965
O 1.88821 1.36810 2.12846
O -3.22168 -2.23123 -0.47194
H -1.02808 -2.81321 -2.31549
H 1.02567 -1.22311 -1.66345
H 0.32198 2.88696 -0.20137
H 0.85319 3.44085 1.37138
H 2.28923 0.48571 2.42575
*
```



Which structure is most stable? 1, by 2.286 eV over the runner-up.



## 1
Molecular formula: C7H7NO
Method: DFT, the ωB97M-V functional and the def2-TZVPD basis

Computed properties:
Frontier orbital gap (eV): 9.45
Highest occupied orbital energy (eV): -9.5
Molar mass (u): 121.14

```
! wB97M-V def2-TZVPD RIJCOSX def2/J DEFGRID3
* xyz 0 1
C 2.46639 -0.86065 0.19681
C 1.72341 0.37517 -0.06486
O 2.19151 1.47629 -0.25593
C 0.26696 0.22011 -0.05857
C -0.62000 1.35827 0.02314
C -1.97481 1.23393 0.11029
C -2.49546 -0.10986 -0.01624
C -1.51564 -1.15352 -0.11341
N -0.21930 -0.96814 -0.18450
H 3.60672 -0.70215 0.26671
H 2.32335 -1.36332 1.04574
H 2.52857 -1.66592 -0.70754
H -0.12256 2.40333 0.02593
H -2.54455 2.04413 0.16791
H -3.75674 -0.17738 -0.03394
H -1.85784 -2.11027 -0.40154
*
```



## 2
Molecular formula: C7H7NO
Method: DFT, the ωB97M-V functional and the def2-TZVPD basis

Computed properties:
Frontier orbital gap (eV): 8.28
Highest occupied orbital energy (eV): -7.9
Molar mass (u): 121.14

```
! wB97M-V def2-TZVPD RIJCOSX def2/J DEFGRID3
* xyz 0 1
C -1.64613 -1.79009 0.40579
C 1.21820 -0.90061 -1.08949
N -1.40131 -0.49330 -0.21512
C 0.16480 0.12002 -1.32730
C -0.81523 0.44564 0.44515
C 0.03400 1.31001 0.73834
C 0.62252 2.44813 1.17956
C 1.14585 3.46753 1.57268
O -0.13963 0.83428 -2.19544
H -2.40873 -1.68952 1.18689
H -2.00604 -2.48083 -0.35559
H -0.75328 -2.22213 0.87620
H 1.21989 -1.24311 -0.06218
H 1.03789 -1.73607 -1.77037
H 2.17981 -0.44598 -1.33208
H 1.54736 4.37602 1.94296
*
```



## 3
Molecular formula: C7H7NO
Method: DFT, the ωB97M-V functional and the def2-TZVPD basis

Computed properties:
Frontier orbital gap (eV): 9.74
Highest occupied orbital energy (eV): -9.6
Molar mass (u): 121.14

```
! wB97M-V def2-TZVPD RIJCOSX def2/J DEFGRID3
* xyz 0 1
C 2.58834 -1.04486 0.07362
C 1.72041 0.15608 -0.00864
O 2.20557 1.30060 -0.02601
C 0.15463 0.06314 0.02241
C -0.57137 1.25986 -0.10196
C -2.03924 1.08581 0.05809
C -2.57352 -0.17165 0.08908
C -1.73591 -1.28650 -0.07658
N -0.42948 -1.17786 -0.07023
H 2.13479 -1.75440 0.86806
H 2.51404 -1.65367 -0.86178
H 3.64179 -0.80903 0.23015
H 0.02261 2.26560 0.03073
H -2.57973 1.98710 0.05555
H -3.61992 -0.23766 0.11697
H -2.01181 -2.32898 -0.07619
*
```



## 4
Molecular formula: C7H7NO
Method: DFT, the ωB97M-V functional and the def2-TZVPD basis

Computed properties:
Frontier orbital gap (eV): 8.13
Highest occupied orbital energy (eV): -7.8
Molar mass (u): 121.14

```
! wB97M-V def2-TZVPD RIJCOSX def2/J DEFGRID3
* xyz 0 1
C -2.18347 -1.25946 0.19751
C 1.13135 -0.95986 1.05249
N -1.11400 -0.85500 -0.70977
C 1.00362 -0.79722 -0.41597
C -0.65346 0.34084 -0.69150
C 0.11308 1.32482 -0.59773
C 0.75152 2.49860 -0.82244
C 1.36348 3.53273 -0.98047
O 1.56809 -1.12540 -1.37437
H -3.13478 -0.81468 -0.11283
H -2.28829 -2.34251 0.15323
H -2.00074 -0.96214 1.23858
H 0.33410 -0.46151 1.58963
H 1.13432 -2.03051 1.26969
H 2.09219 -0.53305 1.34563
H 1.88298 4.44434 -1.14170
*
```



Which structure is most stable? 3, by 0.975 eV over the runner-up.